Run A
This record from OMol25 describes 2 unconnected molecules or ions with the total composition C3H9NO2. The level of theory is ωB97M-V/def2-TZVPD.

The value obtained for the HOMO energy (alpha / beta) is 0.053 / -0.155 hartree. The spin multiplicity is 2. Its LUMO energy (alpha / beta) is 4.3 / 4.2 eV. As for the total charge: -1. As for the HOMO-LUMO gap (alpha / beta): 2.905 / 8.430 eV. Its expectation value of S² is 0.753.

Each line ends with the natural charge from an NBO analysis.
Element x y z (Å)
C: 0.5068 0.2169 1.0293  0.42
H: -1.5467 0.5352 -3.1682  0.13
H: 0.5375 -1.6492 0.0407  0.18
C: 1.2321 -1.0006 0.6035  -0.70
H: 1.2008 0.0432 2.9995  0.32
C: -1.2210 0.4523 -2.1182  -0.22
O: -0.3412 0.8191 0.3420  -0.89
H: -1.9507 -0.3985 -0.5092  0.49
H: 1.6998 -1.6124 1.3688  0.18
N: 0.8408 0.6920 2.3134  -0.91
H: 1.8830 -0.8223 -0.3152  0.10
H: -1.0407 1.4897 -1.7950  0.18
H: 0.7073 1.5925 2.7341  0.36
H: -0.2930 -0.1371 -2.1093  0.15
O: -2.2146 -0.2207 -1.4164  -0.79

***

Run B
This record from OMol25 describes 2 unconnected molecules or ions with the total composition C3H9NO2. The level of theory is ωB97M-V/def2-TZVPD.

The value obtained for the HOMO energy (alpha / beta) is 0.028 / -0.107 hartree. The spin multiplicity is 2. Its LUMO energy (alpha / beta) is 3.2 / 3.1 eV. As for the total charge: -1. As for the HOMO-LUMO gap (alpha / beta): 2.474 / 6.064 eV. Its expectation value of S² is 0.754.

Each line ends with the natural charge from an NBO analysis.
Element x y z (Å)
O: 1.3933 0.9971 -1.1754  -0.72
H: -1.4333 -1.2968 2.1237  0.19
H: -2.5741 -1.1913 3.2595  0.12
C: -3.1491 -0.6841 1.0598  0.02
N: 3.8256 1.2204 -1.2296  -0.86
H: 4.1357 1.3888 -0.2815  0.35
H: 2.7572 -0.3117 -2.1537  0.16
C: -2.3193 -0.6332 2.3027  -0.73
H: 2.7432 -0.3876 -0.4862  0.15
O: -3.1862 -1.6718 0.2231  -0.79
H: -3.8864 0.0808 0.7534  0.07
C: 2.6613 0.3783 -1.2780  0.05
H: 1.4108 1.1222 -0.2158  0.46
H: 3.6183 2.1146 -1.6623  0.36
H: -1.9807 0.3813 2.5799  0.18

***

How do the energies compare? Relative to the most stable structure, in kJ/mol: run A 0.0; run B 50.3.

***

Run A
This record from OMol25 describes 2 unconnected molecules or ions with the total composition C2H3O3S. The level of theory is ωB97M-V/def2-TZVPD.

The value obtained for the HOMO energy is -0.112 hartree. Its LUMO energy is 3.9 eV. As for the total charge: -1. As for the HOMO-LUMO gap: 6.958 eV.

Each line ends with the natural charge from an NBO analysis.
Element x y z (Å)
C: 0.5336 -1.4253 0.4832  0.63
H: -4.2014 -0.0399 -1.8832  -0.01
S: 1.2543 1.9255 0.4082  0.83
C: 1.9783 0.4898 0.6423  -0.37
O: 1.5619 -0.6848 0.1228  -0.53
H: 0.7738 -2.4856 0.0771  0.08
H: -3.5650 0.3298 -2.0217  0.01
O: 2.0980 2.9923 1.0269  -1.02
O: -0.4335 -1.1019 1.1446  -0.63

***

Run B
This record from OMol25 describes 2 unconnected molecules or ions with the total composition C2H3O3S. The level of theory is ωB97M-V/def2-TZVPD.

The value obtained for the HOMO energy (alpha / beta) is -0.163 / -0.163 hartree. Its LUMO energy (alpha / beta) is 3.1 / 3.1 eV. As for the total charge: -1. As for the HOMO-LUMO gap (alpha / beta): 7.580 / 7.579 eV.

Each line ends with the natural charge from an NBO analysis.
Element x y z (Å)
C: 0.5694 0.1121 1.2541  -0.27
H: -1.8618 -0.1340 -1.3451  -0.08
O: -2.5880 1.1775 0.3030  -1.01
H: 0.0644 1.0703 1.5779  0.20
O: 2.8193 -0.0998 0.3761  -0.68
C: 1.5794 -0.1290 0.3741  0.16
H: 1.2870 -0.7548 -0.5647  0.12
O: -2.5126 -1.3030 0.5301  -1.01
S: -1.8247 -0.0360 0.0694  1.57

***

How do the energies compare? Relative to the most stable structure, in kJ/mol: run A 0.0; run B 64.5.

***

Run A
This record from OMol25 describes 4 unconnected molecules or ions with the total composition C4H12O3. The level of theory is ωB97M-V/def2-TZVPD.

The value obtained for the HOMO energy is -0.290 hartree. Its LUMO energy is 0.0 eV. As for the HOMO-LUMO gap: 7.905 eV. As for the SMILES: C=CC=C.O.O.O.

Each line ends with the natural charge from an NBO analysis.
Element x y z (Å)
H: -6.8788 -1.4778 -1.6838  0.21
C: -4.0274 -1.3427 0.2268  -0.22
H: 3.0069 0.1094 1.7584  0.46
H: 4.5003 5.3770 -1.7670  0.46
H: 5.3781 4.3045 -1.2719  0.46
H: -2.9906 -2.5535 1.7228  0.20
C: -2.9548 -1.8748 0.8378  -0.38
O: 3.3564 0.9332 2.2002  -0.91
H: 6.7462 -0.3222 0.4750  0.46
O: 5.3771 5.2297 -1.3227  -0.93
H: -3.8613 -0.2381 0.4463  0.22
H: -5.9221 -0.0642 -1.0811  0.17
C: -5.1520 -1.9411 -0.4968  -0.24
H: 5.8665 -0.7939 -0.6328  0.46
C: -5.9279 -1.2439 -1.2749  -0.36
H: -5.1318 -3.0351 -0.6186  0.21
H: -1.9906 -1.5791 0.4310  0.20
H: 4.1662 0.5613 2.4403  0.46
O: 6.4396 -0.0485 -0.3888  -0.93

***

Run B
This record from OMol25 describes 3 unconnected molecules or ions with the total composition C4H12O3. The level of theory is ωB97M-V/def2-TZVPD.

The value obtained for the HOMO energy is -0.372 hartree. Its LUMO energy is 0.5 eV. As for the HOMO-LUMO gap: 10.640 eV. As for the SMILES: CCCC=O.O.O.

Each line ends with the natural charge from an NBO analysis.
Element x y z (Å)
H: -0.9625 -0.6621 1.1529  0.24
O: -3.1811 -1.8377 1.9881  -0.93
H: -0.4756 -0.4124 -1.2420  0.23
H: 0.9665 -0.2808 -0.5865  0.18
O: 0.8060 0.4734 2.9891  -0.52
H: 1.8134 0.1969 1.3127  0.09
H: 1.5223 -0.7809 -3.3360  0.46
C: 0.8247 0.3070 1.8066  0.45
H: 1.2761 1.5636 -1.6944  0.20
H: -0.3216 2.2978 -1.5172  0.22
H: 0.8620 2.2255 -0.1966  0.21
O: 1.6252 -1.7420 -3.3867  -0.92
C: -0.4131 0.2464 0.9074  -0.54
H: -2.7449 -1.8545 2.8513  0.47
H: 1.8737 -1.9123 -2.4653  0.46
H: -3.0122 -0.9283 1.7068  0.46
C: 0.4331 1.6772 -1.0374  -0.61
H: -0.9057 1.1450 1.3029  0.24
C: 0.0137 0.2784 -0.5557  -0.42

***

How do the energies compare? Relative to the most stable structure, in kJ/mol: run A 347.9; run B 0.0.